# C5H9NO

An isolated molecule of C5H9NO at a distorted geometry (the ωB97M-V functional and the def2-TZVPD basis, OMol25).

Output
**Maximum force**: 1.12 eV/A
**Total energy**: -325.90385 Ha
**Gap between HOMO and LUMO**: 11.586 eV

```
! RIJCOSX wB97M-V def2-TZVPD def2/J DEFGRID3
* xyz 0 1
C 1.28145 1.00119 -0.02342
C -0.21686 0.89791 0.23170
O -0.97208 1.44371 -0.83522
C -0.72774 -0.54977 0.37812
C -0.44845 -1.43611 -0.84069
C -0.17261 -1.14530 1.60125
N 0.28413 -1.60503 2.55996
H 1.85189 0.50820 0.77082
H 1.58831 2.05359 -0.04677
H 1.54390 0.54954 -0.98529
H -0.45410 1.42148 1.17197
H -0.58913 2.29921 -1.06344
H -1.81314 -0.47749 0.51723
H -0.94953 -2.40222 -0.73559
H 0.62197 -1.62516 -0.96251
H -0.82687 -0.93795 -1.73626
*
```


# C2H4FN

A structure of composition C2H4FN at a distorted geometry (the ωB97M-V functional and the def2-TZVPD basis, OMol25).

Output
**Maximum force**: 9.21 eV/A
**Total energy**: -233.04692 Ha
**Gap between HOMO and LUMO (alpha / beta)**: 10.617 / 8.217 eV

```
! RIJCOSX wB97M-V def2-TZVPD def2/J DEFGRID3
* xyz 0 1
C -0.21782 0.35005 -0.08368
C 0.20785 -1.00467 -0.08711
N 0.68630 1.83466 0.54348
F -1.39562 0.74104 -0.53576
H 0.40448 -1.44449 -1.06808
H -0.58601 -1.58067 0.29589
H 1.15153 -1.23024 0.41969
H -0.25072 2.33431 0.51557
*
```


# C4H11NO

A cluster of 2 separate species, C4H11NO in total at a distorted geometry (the ωB97M-V functional and the def2-TZVPD basis, OMol25).

Output
**Maximum force**: 4.48 eV/A
**Total energy**: -288.71160 Ha
**Gap between HOMO and LUMO**: 6.998 eV

```
! RIJCOSX wB97M-V def2-TZVPD def2/J DEFGRID3
* xyz 0 1
C 2.17772 1.50419 0.65611
C 1.14890 0.66219 -0.15607
N -0.30028 0.68401 0.30671
C -0.92136 -0.56768 -0.22901
C -2.39077 -0.70388 -0.13796
O -0.13211 -2.67882 -1.29261
H 2.10110 2.48881 0.90921
H 3.03372 1.39935 0.07485
H 2.42733 0.93063 1.47458
H 1.60515 -0.40085 -0.19261
H 1.09917 1.01426 -1.18932
H -0.22048 0.49715 1.36129
H -0.57220 -1.61504 0.04773
H -0.62801 -0.72491 -1.27268
H -2.65883 -1.72978 -0.42358
H -2.74019 -0.73203 0.88842
H -3.02884 -0.02759 -0.82508
*
```


# C19H45F3N2O13S4

A cluster of 8 separate species, C19H45F3N2O13S4 in total at a distorted geometry (the ωB97M-V functional and the def2-TZVPD basis, OMol25).

Output
**Maximum force**: 5.56 eV/A
**Total energy**: -3730.54064 Ha
**Gap between HOMO and LUMO (alpha / beta)**: 9.385 / 5.124 eV
**⟨S²⟩**: 0.755

```
! RIJCOSX wB97M-V def2-TZVPD def2/J DEFGRID3
* xyz 1 2
N 0.40943 0.37596 0.10447
H 0.74194 1.18432 0.61051
H -0.59343 0.48203 0.04857
H 0.63341 -0.36645 0.75158
H 0.85842 0.28011 -0.79515
N 2.56252 1.36544 3.80179
H 2.08092 1.74927 3.00127
H 3.25806 2.06090 4.03128
H 2.93666 0.55317 3.33240
H 2.04758 1.27861 4.66632
C 1.52207 -4.17925 2.46888
F 1.38272 -4.93121 3.55390
F 2.83890 -4.07686 2.34912
F 0.95659 -4.67050 1.36111
S 0.97152 -2.32599 2.83134
O -0.04022 -2.46498 3.90249
O 2.16411 -1.51990 3.28482
O 0.39880 -1.82566 1.63202
C 1.76605 4.66802 2.70712
C 1.00042 3.89821 1.63148
C 0.95978 4.59812 0.30683
O 1.37037 2.53847 1.57459
H 2.83368 4.72310 2.49447
H 1.54148 4.22275 3.67634
H 1.38775 5.68399 2.82033
H -0.03123 3.99131 1.97078
H 0.58116 5.61582 0.40181
H 0.20690 4.14221 -0.33617
H 1.92495 4.45998 -0.18046
O -4.08304 2.92642 0.59778
S -3.47850 1.72201 -0.05715
O -2.06789 1.49734 0.07872
O -4.29643 0.34417 0.47598
C -5.69452 0.45679 0.66063
C -6.40970 -0.69648 0.01407
C -3.98361 1.59151 -1.89804
H -6.07066 1.40951 0.28788
H -5.99677 0.37867 1.70497
H -6.43957 -0.53857 -1.06402
H -7.43377 -0.80498 0.37130
H -5.82391 -1.57950 0.26947
H -5.06903 1.68419 -1.86103
H -3.77868 0.60607 -2.31639
H -3.51106 2.45612 -2.36413
O -1.77274 -1.14748 -1.40931
S -2.85121 -2.15397 -1.45834
O -4.14013 -1.82290 -2.03539
O -2.28488 -3.49844 -2.19221
C -3.19397 -4.53888 -2.41348
C -2.34931 -5.84657 -2.73941
C -3.10223 -2.83532 0.23736
H -3.70604 -4.13768 -3.28808
H -3.92300 -4.76576 -1.63556
H -2.80819 -6.13736 -3.68438
H -2.35361 -6.70520 -2.06796
H -1.28928 -5.61689 -2.84750
H -2.26621 -3.32001 0.74160
H -3.85102 -3.62196 0.14460
H -3.45575 -2.02788 0.87858
O 5.20704 1.78015 3.02515
S 5.33751 1.22677 1.69481
O 6.64618 0.76979 1.19703
O 4.17705 0.07423 1.49594
C 4.31791 -1.04582 0.56188
C 5.17083 -2.08362 1.12709
C 4.89716 2.48724 0.41604
H 4.74041 -0.66092 -0.36626
H 3.30036 -1.37504 0.35144
H 4.77258 -2.31101 2.11592
H 6.26052 -2.05815 1.12428
H 5.15249 -3.01672 0.56397
H 5.79995 3.09728 0.38551
H 4.01678 2.99453 0.81062
H 4.70755 1.91802 -0.49397
C -0.69338 1.94447 -3.77824
C -0.72425 0.69954 -4.41859
C 0.41864 -0.12010 -4.24826
C 1.45760 0.26051 -3.39848
C 1.39813 1.49916 -2.75552
C 0.33327 2.37499 -2.99004
H -1.52160 2.60808 -3.97837
H -1.59550 0.32257 -4.93359
H 0.39470 -1.06302 -4.77431
H 2.36688 -0.30498 -3.25762
H 2.22468 1.90646 -2.19220
H 0.24988 3.28764 -2.41862
*
```


- Which of these has the highest total energy?
  C2H4FN